DFT (wB97M-V/def2-TZVPD) results for a molecular structure, C19H54BaFO17 at a distorted geometry.

Molecular weight   711.0 g mol⁻¹
Maximum force   0.106 Eh/bohr
HOMO level   -3.992 eV
E   -58798.6099 eV

Structure (ORCA input):
```
! RIJCOSX wB97M-V def2-TZVPD def2/J DEFGRID3
* xyz -1 1
Ba 0.32074 -0.67460 0.18943
F 3.39840 -0.76406 -2.99205
C -3.84754 1.41413 1.19285
C -2.43892 1.17683 1.20264
C -1.45199 2.37866 0.71668
O -0.28077 2.10213 0.46150
C -2.10507 3.68098 0.47495
C -3.50588 3.79052 0.55583
C -4.37807 2.61796 0.89401
O -5.65314 2.68011 1.00340
O -3.96485 4.98882 0.29483
O -1.95826 0.06571 1.45216
H -4.51782 0.57497 1.30657
H -1.55526 4.53438 0.10645
C -0.47460 -2.71328 2.72651
O 0.41346 -2.94021 1.68772
H -0.01036 -2.98896 3.67340
H -0.90162 -1.71169 2.77717
H -1.35102 -3.35103 2.61136
H 0.80507 -3.80486 1.83135
C 6.52348 -1.02584 -1.21053
O 5.13075 -0.91204 -0.96450
H 7.10715 -0.98314 -0.29096
H 6.63574 -1.99332 -1.69989
H 6.89264 -0.32216 -1.95662
H 4.58704 -0.83670 -1.75210
C 2.18838 1.36089 2.89365
O 1.11183 0.41147 2.75221
H 1.85175 2.29929 3.33431
H 3.03907 1.00719 3.47616
H 2.64959 1.57730 1.93002
H 0.45752 0.49474 3.44974
C -1.93575 1.02654 -2.55160
O -0.81033 0.12288 -2.29131
H -2.52555 0.69739 -3.40712
H -2.53462 1.06233 -1.64156
H -1.60451 2.03915 -2.78176
H -0.27906 0.16106 -3.08999
C -2.97259 -2.17599 -0.62501
O -1.61143 -2.52470 -0.52960
H -3.67356 -3.00533 -0.71965
H -3.28726 -1.70130 0.30437
H -3.15523 -1.44262 -1.41044
H -1.63163 -3.44540 -0.25847
C -4.16718 -1.66792 3.25792
O -3.24175 -0.69646 3.73190
H -4.54535 -2.22685 4.11389
H -4.99985 -1.25348 2.68959
H -3.70808 -2.40471 2.59878
H -2.95589 -0.15909 2.98954
C 1.29046 -3.43641 -2.21837
O 1.53984 -2.20810 -1.61336
H 0.52909 -4.00535 -1.68478
H 0.94887 -3.41434 -3.25323
H 2.23118 -3.98607 -2.18658
H 2.17642 -1.78873 -2.19690
C -1.54417 2.02565 4.97372
O -1.09455 0.71771 4.70656
H -2.46255 2.06149 5.55972
H -0.82875 2.55757 5.60089
H -1.68746 2.60393 4.06095
H -1.84656 0.14478 4.53973
C 3.47752 -2.00208 1.72495
O 3.11251 -0.97489 0.84050
H 4.53042 -1.98140 2.00615
H 3.00753 -1.93365 2.70603
H 3.24727 -3.01723 1.40159
H 3.86912 -0.84484 0.26410
C 0.30257 4.94988 2.74468
O 0.85866 4.34999 1.55806
H 0.84259 5.86408 2.99112
H -0.72641 5.21342 2.50002
H 0.29019 4.25073 3.58082
H 0.38792 3.56774 1.26127
C 2.22257 2.25685 -1.74660
O 2.14731 0.91437 -1.33302
H 3.15055 2.52860 -2.24969
H 1.42951 2.39424 -2.48164
H 2.10096 3.02399 -0.98186
H 2.64903 0.36023 -1.93536
C 1.55007 0.11779 -5.61393
O 1.06544 -0.24291 -4.32235
H 2.21976 -0.65738 -5.98638
H 0.79513 0.16481 -6.39877
H 2.05990 1.08119 -5.61043
H 1.84354 -0.43918 -3.79545
C -1.72451 -2.14858 -4.76890
O -2.52151 -3.24125 -5.24133
H -2.23579 -1.63475 -3.95485
H -0.73251 -2.45662 -4.43854
H -1.49329 -1.50840 -5.62026
H -2.05570 -3.76658 -5.89604
*
```